1.
The following is a DFT calculation (the ωB97M-V functional and the def2-TZVPD basis) of an isolated molecule of C5H11NO at a distorted geometry.

Last column: natural (NBO) charge in e.
Element x y z (Å)
1 C -1.84 0.76 -0.38  -0.68
2 C -1.31 -0.77 0.14  -0.21
3 N 0.11 -0.76 0.43  -0.45
4 C 0.27 0.32 1.38  -0.43
5 C 0.94 -0.87 -0.69  0.69
6 O 0.63 -1.57 -1.63  -0.60
7 C 2.22 -0.05 -0.69  -0.72
8 H -2.92 0.79 -0.24  0.22
9 H -1.57 0.79 -1.43  0.22
10 H -1.56 1.81 -0.06  0.22
11 H -1.47 -1.56 -0.61  0.25
12 H -1.83 -1.09 1.06  0.19
13 H -0.18 0.03 2.34  0.20
14 H 1.30 0.63 1.52  0.21
15 H -0.39 1.09 0.96  0.21
16 H 2.70 -0.18 -1.66  0.24
17 H 2.90 -0.35 0.11  0.23
18 H 1.98 1.01 -0.55  0.22

relative energy (zero: lowest compared OMol25 entry of this formula, charge and spin)	1.749	eV
total charge	0
SMILES string	CCN(C)C(C)=O
orbital gap	10.21	eV
calculated total energy	-8899.9486	eV
F_max	1.720	eV Å⁻¹
spin multiplicity	1


2.
The following is a DFT calculation (the ωB97M-V functional and the def2-TZVPD basis) of the ion C5H12N3S with charge +1 at a distorted geometry.

Last column: natural (NBO) charge in e.
Element x y z (Å)
1 C -0.30 -1.06 -0.13  0.24
2 C 1.78 0.16 0.03  0.55
3 C 2.74 -0.90 0.14  -0.75
4 C 2.21 1.53 -0.08  -0.68
5 C -3.58 0.43 -0.05  -0.43
6 N 0.49 0.10 -0.04  -0.53
7 N -1.65 -0.93 -0.17  -0.43
8 N -2.25 0.27 0.43  -0.46
9 S 0.28 -2.63 -0.42  -0.10
10 H 3.01 -1.20 -0.87  0.32
11 H 2.49 -1.86 0.54  0.31
12 H 3.72 -0.57 0.51  0.27
13 H 1.45 2.25 -0.12  0.23
14 H 2.92 1.64 -0.93  0.29
15 H 2.82 1.74 0.73  0.27
16 H -4.26 -0.40 -0.01  0.20
17 H -4.03 1.36 0.43  0.24
18 H -3.36 0.65 -1.10  0.21
19 H -0.07 1.07 0.03  0.47
20 H -2.13 -1.79 -0.43  0.43
21 H -2.28 0.14 1.49  0.37

relative energy (zero: lowest compared OMol25 entry of this formula, charge and spin)	2.256	eV
total charge	+1
SMILES string	CNNC(=S)[NH+]=C(C)C
orbital gap	7.63	eV
calculated total energy	-20676.5964	eV
F_max	3.564	eV Å⁻¹
spin multiplicity	1


3.
The following is a DFT calculation (the ωB97M-V functional and the def2-TZVPD basis) of an isolated molecule of C4H4 at a distorted geometry.

Last column: natural (NBO) charge in e.
Element x y z (Å)
1 C 0.49 0.68 -0.05  -0.26
2 C -1.96 -0.23 0.03  -0.22
3 C -0.86 0.23 -0.01  -0.05
4 C 1.35 -0.30 -0.02  -0.33
5 H 0.71 1.71 -0.44  0.23
6 H -2.97 -0.62 -0.11  0.24
7 H 2.35 -0.23 0.16  0.20
8 H 0.88 -1.24 0.43  0.20

relative energy (zero: lowest compared OMol25 entry of this formula, charge and spin)	0.696	eV
total charge	0
SMILES string	C#CC=C
orbital gap	10.42	eV
calculated total energy	-4209.4631	eV
F_max	4.154	eV Å⁻¹
spin multiplicity	1


4.
The following is a DFT calculation (the ωB97M-V functional and the def2-TZVPD basis) of the ion C5H11N2 with charge +1 at a distorted geometry.

Last column: natural (NBO) charge in e.
Element x y z (Å)
1 C 2.64 -0.13 -0.26  -0.21
2 C 1.73 -0.35 0.81  -0.06
3 C 0.51 -0.52 0.04  -0.09
4 C -2.15 -0.73 -0.07  -0.65
5 C -0.93 0.00 0.45  -0.06
6 N 1.40 0.64 -0.19  -0.41
7 N -0.91 1.28 -0.26  -0.72
8 H 3.66 0.33 -0.23  0.26
9 H 2.66 -0.97 -0.94  0.20
10 H 1.77 -0.09 1.80  0.23
11 H 0.52 -1.44 -0.60  0.23
12 H -2.29 -0.62 -1.13  0.23
13 H -2.99 -0.41 0.48  0.25
14 H -2.32 -1.80 0.28  0.26
15 H -1.03 0.21 1.52  0.24
16 H -0.95 1.25 -1.36  0.43
17 H 0.22 1.43 -0.34  0.47
18 H -1.53 1.94 -0.01  0.42

relative energy (zero: lowest compared OMol25 entry of this formula, charge and spin)	3.777	eV
total charge	+1
SMILES string	C[C@H]([NH3+])[C@@H]1[C@H]2CN12
orbital gap	12.09	eV
calculated total energy	-8333.3419	eV
F_max	6.018	eV Å⁻¹
spin multiplicity	1


5.
The following is a DFT calculation (the ωB97M-V functional and the def2-TZVPD basis) of a cluster of 2 separate species, C5H10N2 in total at a distorted geometry.

Last column: natural (NBO) charge in e.
Element x y z (Å)
1 C 1.98 0.75 -0.73  -0.42
2 N 0.87 0.91 0.20  -0.63
3 C -1.97 0.29 -0.31  0.19
4 N -2.02 -0.56 -1.40  -0.88
5 C -2.81 0.58 0.61  -0.31
6 C 0.67 -0.24 1.22  0.02
7 C 1.00 -1.51 0.99  -0.50
8 H 0.99 1.76 0.72  0.36
9 H -2.50 -0.18 -2.21  0.38
10 H -2.45 -1.45 -1.17  0.39
11 H -3.33 1.41 1.03  0.22
12 H 0.54 0.18 2.20  0.19
13 H 2.77 0.08 -0.38  0.18
14 H 2.50 1.70 -0.85  0.20
15 H 1.62 0.37 -1.69  0.19
16 H 1.39 -1.85 0.04  0.20
17 H 0.74 -2.24 1.74  0.21

relative energy (zero: lowest compared OMol25 entry of this formula, charge and spin)	5.088	eV
total charge	0
SMILES string	C=CNC.C#CN
orbital gap	8.87	eV
calculated total energy	-8322.2451	eV
F_max	6.033	eV Å⁻¹
spin multiplicity	1


6.
The following is a DFT calculation (the ωB97M-V functional and the def2-TZVPD basis) of an isolated molecule of C8H8FN2P at a distorted geometry.

Last column: natural (NBO) charge in e.
Element x y z (Å)
1 C -0.61 -0.93 1.06  -0.16
2 C -1.97 -1.18 1.12  -0.29
3 C -2.55 0.95 -0.06  -0.28
4 C -0.23 0.15 0.36  -0.17
5 C -1.14 1.14 -0.17  0.13
6 C -2.89 -0.24 0.57  0.39
7 C 1.07 0.74 -0.07  -0.17
8 C 2.66 -1.34 -0.87  -0.91
9 N -0.56 2.19 -0.70  -0.28
10 N 0.75 1.99 -0.58  -0.28
11 F -4.20 -0.47 0.67  -0.32
12 P 2.72 0.17 0.33  0.56
13 H 0.17 -1.59 1.63  0.23
14 H -2.47 -2.00 1.57  0.23
15 H -3.25 1.68 -0.45  0.24
16 H 1.83 -1.16 -1.57  0.23
17 H 2.18 -2.07 -0.15  0.22
18 H 3.51 -1.94 -1.27  0.25
19 H 1.40 2.66 -0.96  0.42
20 H 3.58 1.23 -0.45  -0.03

relative energy (zero: lowest compared OMol25 entry of this formula, charge and spin)	0.000	eV
total charge	0
SMILES string	CPc1[nH]nc2cc(F)ccc12
orbital gap	8.09	eV
calculated total energy	-23410.2102	eV
F_max	6.232	eV Å⁻¹
spin multiplicity	1